[1]
Molecular formula: C26H22F7OSi
Method: DFT, the ωB97M-V functional and the def2-TZVPD basis

CARTESIAN COORDINATES (ANGSTROEM)
C: -3.65360 2.93762 -0.16474
Si: -3.70917 1.19042 -0.80834
C: -3.79329 -0.08349 0.52880
C: -5.08357 0.98601 -2.04910
O: -2.22694 0.99806 -1.55038
C: -1.14963 0.17598 -1.63681
C: -0.00667 0.44868 -0.88564
C: -1.26273 -0.91028 -2.59138
C: -0.40770 -2.03888 -2.62326
F: 0.88823 -1.93902 -2.21030
C: -0.78419 -3.25880 -3.19295
F: 0.00173 -4.34908 -3.04818
C: -1.97900 -3.33758 -3.91639
F: -2.39051 -4.52024 -4.40284
C: -2.72454 -2.16736 -4.13779
F: -3.82024 -2.23807 -4.93159
C: -2.30559 -0.97310 -3.56363
F: -2.86890 0.16563 -4.05052
H: -4.52006 3.13631 0.48179
H: -2.74357 3.11025 0.42395
H: -3.66489 3.66696 -0.98607
H: -4.74916 0.02389 1.05761
H: -3.73709 -1.09774 0.11545
H: -2.97836 0.04494 1.25065
H: -6.04006 1.17197 -1.53753
H: -5.00474 1.69508 -2.88226
H: -5.12899 -0.02650 -2.46556
H: 0.91509 0.02622 -1.30316
H: -0.02710 1.46513 -0.45709
F: 2.88047 -4.30889 0.12694
C: 1.79282 -3.55970 0.51227
C: 0.54663 -4.16571 0.51298
C: -0.55826 -3.36289 0.82590
C: -0.39514 -2.00868 1.08107
C: 0.87321 -1.39425 0.99522
C: 0.99327 0.06947 0.96725
C: 2.26299 0.67818 1.34267
C: 2.43737 1.82164 2.09876
C: 3.68940 2.37277 2.55186
C: 4.95795 1.81321 2.19450
C: 6.12486 2.38256 2.68795
F: 7.33486 1.81712 2.33353
C: 6.14787 3.49302 3.52570
C: 4.91073 4.06140 3.86516
C: 3.71248 3.52285 3.38730
C: 2.00523 -2.22549 0.82601
H: 0.43576 -5.21099 0.25770
H: -1.55509 -3.79387 0.85682
H: -1.24365 -1.41314 1.44133
H: 0.10144 0.63364 1.24694
H: 3.17351 0.16951 0.99695
H: 1.54141 2.33541 2.45505
H: 5.00557 0.92064 1.57027
H: 7.08992 3.92133 3.85633
H: 4.89844 4.95923 4.49342
H: 2.76618 3.98913 3.67071
H: 3.02497 -1.82051 0.85669

As for the total energy: -2067.41748 Ha. The highest occupied orbital energy comes out at -0.43061 hartree. Its net charge is +1. For the gap between HOMO and LUMO, the calculation gives 6.07 eV.



[2]
Molecular formula: C6H8NP
Method: DFT, the ωB97M-V functional and the def2-TZVPD basis

CARTESIAN COORDINATES (ANGSTROEM)
C: 2.25073 -0.96837 -0.42822
C: 3.14919 -0.48558 -1.46866
C: 1.12884 -0.30374 -0.59421
C: -0.87579 1.10831 1.45038
C: -1.60562 0.47750 0.30430
C: -0.42641 -0.21052 0.82070
N: 2.72677 0.56529 -2.15806
P: 1.22768 1.12030 -1.69920
H: 2.44837 -1.77297 0.21115
H: 4.08309 -0.82932 -1.64434
H: -0.36289 2.05304 1.57963
H: -1.41806 0.91298 2.35722
H: -2.51163 -0.01666 0.39599
H: -1.58101 0.90723 -0.61760
H: -0.43316 -1.14282 1.32759
H: 0.55203 0.55403 -2.85613

As for the total energy: -629.35300 Ha. The highest occupied orbital energy comes out at -0.34048 hartree. Its net charge is 0. For the gap between HOMO and LUMO, the calculation gives 9.54 eV.



[3]
Molecular formula: C15H24MnN3O9P2S
Method: DFT, the ωB97M-V functional and the def2-TZVPD basis

CARTESIAN COORDINATES (ANGSTROEM)
Mn: -0.05971 -0.13292 0.38314
C: -3.96489 -4.21035 -2.24356
C: -4.61400 -3.15332 -1.35525
N: -3.96139 -1.84963 -1.41415
C: -4.55358 -0.83196 -2.26492
C: -4.05696 -0.86998 -3.70654
C: -2.78163 -1.65501 -0.75540
S: -1.97639 -0.14875 -0.98486
N: -2.34374 -2.73197 -0.11610
C: -1.32712 -2.78870 0.75221
O: -0.64213 -1.87226 1.23441
C: -1.02230 -4.17118 1.24957
C: 0.15831 -4.38073 1.95852
C: 0.48086 -5.64594 2.42157
C: -0.37387 -6.71490 2.18660
C: -1.55055 -6.51201 1.47815
C: -1.87124 -5.24792 1.00826
H: -4.48316 -5.16523 -2.12805
H: -2.92222 -4.33966 -1.95751
H: -4.00651 -3.92545 -3.29521
H: -4.61093 -3.49649 -0.32185
H: -5.65343 -3.00236 -1.65592
H: -4.33479 0.14119 -1.82998
H: -5.63733 -0.97281 -2.23695
H: -2.97369 -0.75387 -3.72583
H: -4.50274 -0.05480 -4.28057
H: -4.31864 -1.81098 -4.19235
H: 0.81387 -3.53540 2.11951
H: 1.40676 -5.80199 2.96117
H: -0.11998 -7.70441 2.54712
H: -2.21801 -7.34414 1.28827
H: -2.77957 -5.07394 0.44775
O: 3.08512 2.35057 0.63347
P: 2.08903 1.14614 0.26281
O: 1.77817 0.26401 1.43912
O: 0.82007 1.69060 -0.35476
O: 2.96278 0.38005 -0.83743
P: 2.23702 -0.82865 -1.72204
O: 1.70008 0.01004 -2.99340
O: 3.26364 -1.78601 -2.13912
O: 1.02493 -1.23265 -0.91724
H: 3.99566 2.03755 0.64143
H: 0.88918 0.46764 -2.73452
C: -2.16533 2.31142 3.85449
N: -1.87133 2.91033 2.56304
C: -2.28921 4.26005 2.24349
C: -1.30261 2.13326 1.62901
O: -1.01807 0.95911 1.84537
H: -2.54149 3.07836 4.52790
H: -1.26077 1.86889 4.27027
H: -2.90881 1.51813 3.75729
H: -2.30619 4.85753 3.15299
H: -3.28507 4.28837 1.79250
H: -1.57940 4.71516 1.55383
H: -1.08307 2.61477 0.67176

As for the total energy: -3659.76330 Ha. The highest occupied orbital energy (alpha / beta) comes out at -0.17147 / -0.15348 hartree. Its net charge is -1. For the gap between HOMO and LUMO (alpha / beta), the calculation gives 7.07 / 6.58 eV. The spin multiplicity is 2.